Density functional theory data (ωB97M-V with the def2-TZVPD basis set) for the molecule C4H11NOS.

Values from the calculation:
- 2S+1: 1
- Kohn-Sham gap: 9.70 eV
- LUMO level: 0.70 eV
- ΔE to the lowest compared entry with this formula, charge and spin: 177.15 kJ/mol
- Total charge: 0
- Structure (SMILES): N[C@H](CO)CCS

XYZ file:
```
18
C4H11NOS ωB97M-V with the def2-TZVPD basis set
C -0.999 0.625 -1.331
O -1.663 -0.051 -2.427
C -0.253 -0.251 -0.292
C 1.036 0.329 0.239
C 1.310 -0.114 1.680
S -0.099 0.384 2.887
N -0.164 -1.708 -0.502
H -1.734 1.244 -0.827
H -0.311 1.316 -1.829
H -2.582 -0.100 -2.154
H -0.884 -0.175 0.601
H 0.995 1.408 0.021
H 1.951 -0.019 -0.334
H 1.594 -1.142 1.880
H 2.106 0.475 2.122
H 0.330 1.593 2.548
H 0.426 -1.886 -1.317
H -1.059 -1.929 -0.965
```